Computed, not measured: a structure of composition C41H33N6O4S3Tl in a non-equilibrium geometry, with ωB97M-V/def2-TZVPD.

The energy comes out at -97361.2556 eV. Its energy above the lowest of the compared OMol25 structures with the same formula, charge and spin is 13.4 kcal per mole.

```
! RIJCOSX wB97M-V def2-TZVPD def2/J DEFGRID3
* xyz 2 1
Tl -0.8346 -1.8913 -1.2918
N -1.9727 -0.3094 -1.1967
S -2.2465 0.7853 -0.2176
N -1.1295 1.9878 -0.1435
S 0.3977 1.7990 -0.3548
N 0.8449 0.3430 0.0006
S 1.8135 -0.7735 -0.6839
N 1.0938 -1.6333 -1.6733
C 3.2810 -0.0592 -1.4368
C 4.1735 0.6611 -0.6586
C 5.3248 1.1529 -1.2522
C 5.5639 0.9149 -2.5988
C 4.6619 0.1897 -3.3635
C 3.5054 -0.3065 -2.7818
C 2.3222 -1.6481 0.8033
C 1.4784 -1.6549 1.9019
C 1.8473 -2.3672 3.0332
C 3.0405 -3.0802 3.0438
C 3.8525 -3.0984 1.9198
C 3.5036 -2.3693 0.7934
C 1.2424 2.8615 0.8266
C 1.9534 2.2570 1.8545
C 2.6011 3.0474 2.7898
C 2.5371 4.4298 2.6856
C 1.8229 5.0245 1.6548
C 1.1667 4.2414 0.7170
C 0.8441 2.2655 -2.0185
C -0.0304 1.9525 -3.0458
C 0.2996 2.3366 -4.3358
C 1.4852 3.0187 -4.5729
C 2.3610 3.3022 -3.5344
C 2.0426 2.9231 -2.2408
C -2.4290 0.2868 1.5062
C -3.4809 -0.5522 1.8430
C -3.6763 -0.8769 3.1770
C -2.8242 -0.3725 4.1492
C -1.7601 0.4429 3.7941
C -1.5628 0.7802 2.4647
C -3.7727 1.5955 -0.6739
C -4.4006 1.1618 -1.8306
C -5.6192 1.7195 -2.1788
C -6.1913 2.6916 -1.3719
C -5.5485 3.1132 -0.2162
C -4.3292 2.5629 0.1454
H 3.9695 0.8146 0.3913
H 6.0394 1.7038 -0.6608
H 6.4718 1.2834 -3.0482
H 4.8706 -0.0031 -4.4045
H 2.7902 -0.8942 -3.3365
H 0.5609 -1.0814 1.8543
H 1.2038 -2.3656 3.9027
H 3.3414 -3.6282 3.9244
H 4.7596 -3.6819 1.9099
H 4.1323 -2.3640 -0.0837
H 1.9849 1.1787 1.9164
H 3.1464 2.5832 3.5988
H 3.0387 5.0446 3.4169
H 1.7718 6.1001 1.5837
H 0.6036 4.6906 -0.0854
H -0.9497 1.4268 -2.8322
H -0.3737 2.1170 -5.1504
H 1.7226 3.3431 -5.5742
H 3.2817 3.8324 -3.7251
H 2.7066 3.1448 -1.4193
H -4.1453 -0.9237 1.0775
H -4.5050 -1.5060 3.4617
H -3.0022 -0.5977 5.1892
H -1.0990 0.8374 4.5497
H -0.7613 1.4399 2.1678
H -3.9378 0.3895 -2.4249
H -6.1261 1.3863 -3.0703
H -7.1450 3.1205 -1.6381
H -5.9990 3.8618 0.4149
H -3.8148 2.8669 1.0439
O -2.9722 -7.3893 -0.7442
C -2.4866 -7.0054 0.4048
O -2.3530 -7.7251 1.3549
C -2.0442 -5.5621 0.5490
C -1.5980 -5.0629 1.7659
N -1.1817 -3.8085 1.5639
N -1.3252 -3.4543 0.2787
C -1.8544 -4.5069 -0.3629
C -2.1525 -4.4031 -1.8502
O -2.7374 -5.3069 -2.4038
O -1.7606 -3.3165 -2.4190
H -2.9909 -6.7045 -1.4612
H -1.5627 -5.5608 2.7154
H -0.7699 -3.1688 2.2285
*
```

Computed, not measured: a structure of composition C41H34ClN5O4S2V in a non-equilibrium geometry, with ωB97M-V/def2-TZVPD.

The energy comes out at -118563.3719 eV.

```
! RIJCOSX wB97M-V def2-TZVPD def2/J DEFGRID3
* xyz 3 1
V 0.1881 -0.3198 -0.0759
S 1.9273 1.2460 0.2787
C 1.5184 2.5328 1.3449
N 2.4456 3.2185 1.9463
C 2.0652 4.4236 2.6896
C 0.8883 5.0901 2.0170
N -0.2010 4.1185 1.9042
C -1.5825 4.6227 2.0107
C -1.8341 5.3966 3.2781
C -1.9438 4.7164 4.4901
C -2.2567 5.4033 5.6508
C -2.4663 6.7766 5.6094
C -2.3320 7.4623 4.4095
C -2.0185 6.7747 3.2457
C 0.0961 2.8800 1.6020
S -0.9763 1.5918 1.5953
C 3.8683 2.8459 2.0016
C 4.7476 3.7505 1.1654
C 5.6603 4.5876 1.7967
C 6.5372 5.3569 1.0449
C 6.4914 5.3037 -0.3405
C 5.5658 4.4849 -0.9753
C 4.6947 3.7103 -0.2271
H 2.9219 5.0957 2.7128
H 1.8169 4.1450 3.7186
H 1.1582 5.4691 1.0266
H 0.5418 5.9258 2.6229
H -2.2550 3.7694 1.9570
H -1.7558 5.2709 1.1462
H -1.8158 3.6383 4.5190
H -2.3527 4.8679 6.5857
H -2.7400 7.3094 6.5095
H -2.4760 8.5337 4.3818
H -1.9460 7.3176 2.3092
H 3.9775 1.8105 1.6858
H 4.1730 2.9175 3.0473
H 5.7109 4.6256 2.8794
H 7.2627 5.9856 1.5425
H 7.1770 5.8997 -0.9270
H 5.5320 4.4459 -2.0558
H 3.9825 3.0657 -0.7304
N -0.3790 0.4442 -1.8149
C -0.9278 -0.6694 -2.5818
C -2.2328 -0.6226 -3.0478
C -2.7206 -1.6520 -3.8339
C -1.8995 -2.7257 -4.1522
C -0.5973 -2.7672 -3.6822
C -0.0809 -1.7370 -2.8963
C 1.2956 -1.8118 -2.3618
C 2.2887 -2.5139 -3.0472
C 3.5082 -2.7962 -2.4532
C 3.7615 -2.4162 -1.1371
C 2.8323 -1.6417 -0.4680
C 1.6275 -1.3161 -1.0850
H 0.4416 0.8004 -2.3110
H -1.0721 1.1947 -1.7898
H -2.8644 0.2292 -2.8180
H -3.7354 -1.6040 -4.2039
H -2.2794 -3.5294 -4.7682
H 0.0272 -3.6208 -3.9069
H 2.0970 -2.8438 -4.0597
H 4.2685 -3.3284 -3.0097
H 4.6800 -2.7066 -0.6463
H 3.0532 -1.3115 0.5395
O -1.9904 -4.9108 2.8979
C -3.0674 -4.2082 2.6121
O -4.1450 -4.4760 3.0509
C -2.9246 -3.0165 1.6854
C -4.0029 -2.3036 1.1562
Cl -5.6276 -2.6486 1.4105
N -3.5130 -1.2733 0.3949
N -2.1715 -1.2626 0.4488
C -1.8145 -2.3068 1.2153
C -0.3824 -2.4738 1.5086
O 0.1547 -3.4526 1.9161
O 0.2581 -1.3254 1.1883
C -4.2383 -0.2243 -0.2754
C -5.5731 -0.3636 -0.6465
C -6.2480 0.7070 -1.2146
C -5.6156 1.9190 -1.4325
C -4.2695 2.0380 -1.1190
C -3.5872 0.9717 -0.5625
H -1.1585 -4.5984 2.5218
H -6.0930 -1.2932 -0.5071
H -7.2835 0.5830 -1.5008
H -6.1557 2.7590 -1.8464
H -3.7465 2.9680 -1.3055
H -2.5483 1.0780 -0.3171
*
```

Computed, not measured: a structure of composition C41H34MnN6OSi in a non-equilibrium geometry, with ωB97M-V/def2-TZVPD.

The energy comes out at -93249.1817 eV. Its energy above the lowest of the compared OMol25 structures with the same formula, charge and spin is 0.0 kcal per mole. Its expectation value of S² is 6.297.

```
! RIJCOSX wB97M-V def2-TZVPD def2/J DEFGRID3
* xyz 1 5
Mn 0.5851 0.2268 2.0905
C -1.7846 3.1081 -11.1834
O -1.0699 1.9551 -10.7667
C -0.7562 1.9536 -9.4452
C -0.8533 3.0256 -8.5675
C -0.5320 2.8606 -7.2363
C -0.1715 1.6491 -6.7093
C -0.0570 0.5881 -7.6091
C -0.2693 0.7459 -8.9534
C 0.0278 1.3386 -5.3128
N 0.3284 0.1989 -4.7339
C 0.3487 0.4620 -3.3879
C 0.1756 1.8047 -3.1554
N -0.0422 2.3564 -4.3795
C 0.1721 2.3798 -1.8623
C 0.0220 3.7372 -1.6233
C -0.1612 4.1494 -0.3379
C -0.0469 3.2281 0.7287
N 0.1577 1.9457 0.5049
C 0.2065 1.4954 -0.7685
C 0.3973 0.0398 -0.9727
N 0.4525 -0.8103 0.1387
C 0.6648 -2.0733 -0.0709
C 0.8626 -2.6292 -1.3511
C 0.7884 -1.8095 -2.4808
C 0.5275 -0.4650 -2.2857
H -2.3257 2.9068 -12.0916
H -1.1622 3.9742 -11.3852
H -2.5173 3.3276 -10.3972
H -1.2114 4.0256 -8.8929
H -0.5487 3.7367 -6.6132
H 0.2345 -0.3852 -7.3081
H -0.2116 -0.0938 -9.6266
H -0.0207 3.3445 -4.6072
H 0.1378 4.5093 -2.3580
H -0.3349 5.1942 -0.1334
H -0.1111 3.5716 1.7613
H 0.6664 -2.6711 0.7958
H 1.1060 -3.6928 -1.3623
H 1.0049 -2.1941 -3.4611
C 3.1855 3.2475 3.6457
C 4.3644 2.5819 3.6251
C 4.3133 1.2137 3.5272
C 3.1318 0.5355 3.2903
C 1.9565 1.2377 3.1587
C 1.9837 2.6013 3.3836
C 3.0582 -0.9533 3.1863
C 4.2130 -1.7395 3.4660
C 4.0730 -3.0787 3.5529
C 2.8182 -3.6860 3.3091
C 2.6100 -5.0890 3.4044
C 1.3373 -5.5727 3.3402
C 0.2137 -4.7141 3.0997
C 0.4267 -3.3681 2.8459
C 1.7276 -2.8494 2.9701
N 1.8864 -1.4917 2.8672
H 3.1488 4.3085 3.8272
H 5.3483 3.0421 3.6330
H 5.2099 0.6442 3.6158
H 1.0835 3.2012 3.3734
H 5.1169 -1.2465 3.7341
H 4.9200 -3.6835 3.7812
H 3.4414 -5.7408 3.5736
H 1.0966 -6.6460 3.4645
H -0.8183 -5.1152 3.0571
H -0.3342 -2.6360 2.6921
N -1.3251 2.2855 3.2339
C -1.0467 1.0456 3.1604
H -2.1597 2.3750 3.7796
C -5.1694 -2.0492 3.6910
Si -3.8313 -1.9008 5.0604
C -4.5459 -0.7906 6.4433
C -2.9130 -3.3298 5.9095
C -2.5628 -0.8502 4.2283
C -1.8767 0.0537 3.7346
H -5.9474 -2.7302 4.0044
H -4.8888 -2.4332 2.7075
H -5.7069 -1.0830 3.5768
H -5.2705 -1.2442 7.1137
H -5.0932 0.0341 5.9930
H -3.6715 -0.4780 7.0627
H -3.5555 -3.9279 6.5420
H -2.1530 -2.9354 6.5197
H -2.4742 -4.0592 5.2253
*
```

Computed, not measured: a structure of composition C41H34N5O7SSbSe4Ti in a non-equilibrium geometry, with ωB97M-V/def2-TZVPD.

The energy comes out at -366725.0080 eV.

```
! RIJCOSX wB97M-V def2-TZVPD def2/J DEFGRID3
* xyz 0 1
Ti -0.0342 0.0756 0.4166
O -2.6930 -3.2269 1.5317
C -2.1512 -4.1716 0.7388
C -2.4981 -5.4945 0.9982
C -1.9746 -6.5169 0.2344
C -1.1345 -6.2371 -0.8389
C -0.8136 -4.9300 -1.1300
C -1.2842 -3.8821 -0.3308
C -0.8141 -2.5103 -0.5763
O -0.9005 -1.6191 0.3644
N -0.2893 -2.2501 -1.7562
N 0.1206 -0.9559 -1.8815
C 0.1890 -0.4984 -3.0763
C 0.5671 0.8868 -3.3421
C 0.5014 1.3948 -4.6388
C 0.7451 2.7406 -4.8470
C 1.0432 3.5433 -3.7572
C 1.1359 2.9451 -2.5085
N 0.9026 1.6587 -2.3011
H -2.2497 -2.3830 1.3469
H -3.1675 -5.6892 1.8259
H -2.2198 -7.5436 0.4733
H -0.7219 -7.0364 -1.4385
H -0.1751 -4.6928 -1.9692
H -0.1334 -1.1214 -3.9070
H 0.2739 0.7282 -5.4605
H 0.6996 3.1606 -5.8430
H 1.2180 4.6041 -3.8687
H 1.4168 3.5184 -1.6305
O 0.9632 -0.7535 1.8919
C 1.8855 -0.2414 2.6437
C 1.8614 1.1911 3.0007
C 2.4752 1.6350 4.1555
C 2.5905 2.9958 4.3967
C 2.0908 3.9188 3.4853
C 1.4411 3.4844 2.3521
C 1.3127 2.1138 2.0718
O 0.7575 1.7092 0.9575
N 3.2688 3.4606 5.5883
O 3.4657 2.6526 6.4806
O 3.6031 4.6320 5.6373
H 2.3202 -0.9165 3.3839
H 2.9022 0.9252 4.8519
H 2.2292 4.9713 3.6863
H 1.0434 4.1984 1.6420
Se 1.7521 -3.9369 1.9782
Sb 2.0291 -2.8418 -0.1244
Se 3.7825 -0.1539 1.2402
Se 2.9353 -4.0188 -1.9826
Se 2.3644 -0.2589 -0.5020
N -1.3051 0.8152 -0.6799
C -2.1649 1.4089 -1.3788
C -2.7661 0.7157 -2.5585
C -2.8490 1.3544 -3.7942
C -3.3245 0.6696 -4.9018
C -3.7296 -0.6528 -4.7828
C -3.6438 -1.2953 -3.5552
C -3.1562 -0.6168 -2.4499
C -2.5695 2.8184 -1.0970
C -1.7007 3.6262 -0.3619
C -2.0365 4.9373 -0.0742
C -3.2519 5.4528 -0.5069
C -4.1288 4.6501 -1.2210
C -3.7927 3.3373 -1.5165
H -2.5258 2.3846 -3.8831
H -3.3815 1.1712 -5.8595
H -4.1037 -1.1852 -5.6475
H -3.9488 -2.3294 -3.4612
H -3.0826 -1.1117 -1.4889
H -0.7676 3.1925 -0.0251
H -1.3524 5.5622 0.4865
H -3.5137 6.4791 -0.2840
H -5.0799 5.0486 -1.5498
H -4.4880 2.7105 -2.0596
C -5.9081 -3.4814 5.1200
C -4.7236 -2.6896 4.6431
C -3.4587 -2.8690 5.1914
C -2.3888 -2.0850 4.7850
C -2.5916 -1.1071 3.8289
C -3.8336 -0.9414 3.2347
C -4.8899 -1.7319 3.6416
S -1.2431 -0.0064 3.3943
C -1.9437 1.4342 4.2456
O -1.4771 0.3672 1.9429
H -5.6216 -4.2209 5.8653
H -6.3925 -3.9909 4.2861
H -6.6461 -2.8121 5.5655
H -3.3026 -3.6281 5.9476
H -1.4046 -2.2378 5.2115
H -3.9609 -0.2029 2.4511
H -5.8629 -1.6043 3.1829
H -2.9489 1.5956 3.8637
H -1.3061 2.2898 4.0251
H -1.9634 1.2379 5.3159
*
```

Computed, not measured: a cluster of 6 separate species, C41H35BrF3IO6S in total in a non-equilibrium geometry, with ωB97M-V/def2-TZVPD.

The energy comes out at -152493.4371 eV. As for the SMILES: O=CCC1=C(CC(=O)Br)C(=O)C(I)=C(S(=O)(=O)C(F)(F)F)C1=O.c1ccccc1.c1ccccc1.c1ccccc1.c1ccccc1.c1ccccc1.

```
! RIJCOSX wB97M-V def2-TZVPD def2/J DEFGRID3
* xyz 0 1
O -1.3505 -0.0297 4.3082
C -0.9037 -1.0239 3.7030
C 0.5101 -1.0316 2.9017
C 0.1647 -1.1857 1.3498
C 0.3843 -2.3777 0.5862
C 1.0153 -3.6776 1.2721
C 1.0336 -4.9686 0.3113
O 0.0897 -5.7695 0.2245
Br 2.6335 -5.2667 -0.8298
C -0.0046 -2.2800 -0.9729
O -0.5968 -3.1689 -1.6098
C 0.3927 -0.8785 -1.6805
I 1.2366 -0.8714 -3.6687
C 0.1779 0.3106 -0.9105
S 0.6157 2.0112 -1.5589
O -0.0592 2.3111 -2.8608
O 0.3145 2.9976 -0.4677
C 2.5092 1.9834 -1.7170
F 2.9999 0.7800 -1.1198
F 3.1166 3.0426 -1.0087
F 2.9392 2.0326 -3.0594
C -0.4308 0.1009 0.5743
O -1.3058 0.8493 1.0480
H -1.5153 -2.0023 3.6400
H 1.0729 -0.0333 3.0238
H 1.1476 -1.8789 3.3189
H 2.1270 -3.4283 1.4658
H 0.5683 -3.8945 2.3027
C 2.0621 5.6016 -4.9196
C 2.8902 6.7196 -4.9385
C 3.2702 7.3253 -3.7449
C 2.8296 6.8067 -2.5308
C 2.0043 5.6863 -2.5111
C 1.6167 5.0859 -3.7058
H 1.7632 5.1317 -5.8509
H 3.2392 7.1200 -5.8848
H 3.9104 8.2009 -3.7604
H 3.1298 7.2761 -1.5999
H 1.6622 5.2813 -1.5640
H 0.9695 4.2166 -3.6912
C 1.9749 -7.3210 3.0248
C 2.6731 -7.1263 4.2129
C 2.0271 -7.2878 5.4345
C 0.6848 -7.6537 5.4679
C -0.0122 -7.8521 4.2799
C 0.6311 -7.6817 3.0581
H 2.4784 -7.1914 2.0718
H 3.7215 -6.8474 4.1865
H 2.5694 -7.1294 6.3606
H 0.1824 -7.7843 6.4202
H -1.0585 -8.1389 4.3065
H 0.0864 -7.8306 2.1321
C 0.7980 9.0255 -6.5795
C 0.7005 10.3522 -6.1723
C 0.7782 11.3764 -7.1109
C 0.9437 11.0730 -8.4591
C 1.0374 9.7460 -8.8667
C 0.9689 8.7222 -7.9269
H 0.7407 8.2275 -5.8471
H 0.5647 10.5884 -5.1219
H 0.7089 12.4110 -6.7924
H 0.9995 11.8713 -9.1917
H 1.1648 9.5096 -9.9182
H 1.0475 7.6879 -8.2444
C -1.5733 -5.1023 9.2991
C -1.5100 -3.7148 9.3812
C -1.0967 -2.9702 8.2811
C -0.7558 -3.6132 7.0950
C -0.8226 -5.0007 7.0115
C -1.2272 -5.7457 8.1147
H -1.8925 -5.6827 10.1583
H -1.7824 -3.2132 10.3039
H -1.0411 -1.8889 8.3473
H -0.4381 -3.0321 6.2354
H -0.5584 -5.5012 6.0864
H -1.2742 -6.8276 8.0515
C -4.0690 -1.4715 -1.1855
C -3.7223 -2.5003 -2.0560
C -4.7092 -3.1619 -2.7800
C -6.0425 -2.7880 -2.6406
C -6.3885 -1.7567 -1.7728
C -5.4028 -1.1011 -1.0419
H -3.2994 -0.9573 -0.6181
H -2.6821 -2.7868 -2.1696
H -4.4395 -3.9683 -3.4536
H -6.8116 -3.3006 -3.2086
H -7.4279 -1.4643 -1.6655
H -5.6734 -0.3009 -0.3615
*
```